A structure of composition C25H42BCsF2N2O8P2 in a non-equilibrium geometry. Source: OMol25; level of theory: the ωB97M-V functional and the def2-TZVPD basis.

Last column: Mulliken charge in e.
Atoms and positions in Å:
Cs: -1.30 2.17 -1.54  1.130
C: -5.31 4.40 -2.02  -1.276
C: -4.63 3.59 -0.92  0.466
O: -3.80 2.70 -1.30  -0.806
C: -4.94 3.89 0.40  -0.892
C: -4.26 3.34 1.56  1.007
C: -4.73 3.85 2.90  -1.270
N: -3.27 2.52 1.46  0.122
N: -2.71 2.15 2.70  -0.486
C: -1.39 2.16 2.59  -0.150
O: -0.65 2.52 1.65  -0.790
C: -0.70 1.63 3.85  0.163
C: 0.65 1.30 3.77  -0.202
C: 1.32 0.79 4.87  -0.483
C: 0.66 0.62 6.08  -0.333
C: -0.68 0.97 6.18  -0.599
C: -1.35 1.47 5.07  -0.260
H: -4.75 4.25 -2.95  0.343
H: -6.33 4.06 -2.18  0.251
H: -5.35 5.47 -1.78  0.310
H: -5.67 4.67 0.58  0.094
H: -5.67 4.41 2.79  0.376
H: -4.87 3.03 3.61  0.275
H: -3.98 4.51 3.34  0.215
H: 1.13 1.46 2.81  0.416
H: 2.37 0.51 4.78  0.360
H: 1.19 0.23 6.95  0.358
H: -1.21 0.86 7.12  0.363
H: -2.40 1.73 5.11  0.427
C: 0.16 -1.79 -4.76  -1.171
C: 1.53 -1.26 -4.40  1.408
C: 2.33 -0.84 -5.61  -1.411
O: 1.35 -0.07 -3.60  -0.152
P: 1.53 0.02 -2.04  0.039
O: 1.26 1.39 -1.56  -0.940
C: 0.54 -1.28 -1.30  -0.484
P: 0.82 -1.44 0.48  0.727
O: 1.18 -0.19 1.15  -0.509
O: 1.98 -2.53 0.60  -0.305
C: 1.77 -3.87 0.12  0.770
C: 1.83 -4.81 1.30  -1.518
C: 2.84 -4.15 -0.92  -1.231
O: -0.48 -2.17 0.95  -0.466
C: -1.32 -1.54 2.01  1.763
C: -2.35 -0.69 1.31  -1.515
C: -1.90 -2.67 2.83  -1.720
O: 2.99 -0.55 -1.72  0.115
C: 4.10 0.36 -1.54  0.552
C: 5.31 -0.30 -2.16  -1.462
C: 4.24 0.63 -0.06  -1.138
H: 0.26 -2.64 -5.44  0.383
H: -0.41 -1.00 -5.25  0.213
H: -0.39 -2.12 -3.88  0.219
H: 2.09 -2.00 -3.81  -0.279
H: 1.78 -0.07 -6.16  0.248
H: 2.49 -1.70 -6.26  0.389
H: 3.29 -0.44 -5.31  0.310
H: 0.75 -2.23 -1.79  0.331
H: -0.52 -1.04 -1.44  0.608
H: 0.78 -3.94 -0.34  0.350
H: 2.78 -4.70 1.82  0.323
H: 1.72 -5.85 0.97  0.401
H: 1.03 -4.58 2.00  0.234
H: 3.83 -4.13 -0.46  0.305
H: 2.83 -3.39 -1.70  0.131
H: 2.69 -5.13 -1.38  0.395
H: -0.67 -0.92 2.61  -0.479
H: -2.87 -1.29 0.55  0.370
H: -1.91 0.19 0.85  0.048
H: -3.09 -0.30 2.02  0.526
H: -2.55 -3.30 2.23  0.321
H: -2.48 -2.23 3.64  0.415
H: -1.11 -3.28 3.27  0.414
H: 3.87 1.29 -2.06  0.395
H: 5.50 -1.25 -1.67  0.259
H: 6.19 0.34 -2.05  0.424
H: 5.15 -0.48 -3.23  0.266
H: 4.41 -0.30 0.48  0.185
H: 3.32 1.08 0.34  0.105
H: 5.07 1.31 0.13  0.545
F: -0.38 1.12 -6.09  -0.232
B: -0.57 2.22 -5.26  -0.294
F: 0.06 3.27 -5.90  -0.313

Properties
**Relative energy (zero: lowest compared OMol25 entry of this formula, charge and spin)**: 0.557 eV
**Net charge**: -2
**Lowest unoccupied orbital energy**: 0.1333 Ha
**Frontier orbital gap**: 3.934 eV